102
Properties=species:S:1:pos:R:3:mulliken_charge:R:1 method="wB97M-V/def2-TZVPD" charge=+1 e_above_lowest_kj_mol=0.0
Hg -0.296 2.607 1.734 2.336
Hg -1.592 -2.335 1.035 3.141
Hg 0.443 2.378 -1.928 2.829
N -1.462 -4.516 0.485 0.061
S -1.332 -4.923 -1.123 0.994
O -2.514 -5.239 -1.850 -0.585
O -0.082 -5.531 -1.474 -0.586
F -1.023 -3.391 -1.606 -0.311
S -2.133 -5.921 0.905 0.785
O -1.681 -7.131 0.283 -0.538
O -3.525 -5.813 1.263 -0.610
F -1.273 -6.020 2.282 -0.287
C -0.514 4.852 -0.864 0.419
O -0.978 5.956 -0.568 -0.681
O -0.103 3.959 0.032 -0.960
O -0.566 4.338 -2.079 -0.753
C -0.288 0.028 0.333 0.621
O -0.969 0.208 1.423 -2.494
O 0.206 1.142 -0.066 -0.892
O -0.107 -1.114 -0.185 -0.947
C 3.898 -3.215 -2.868 -0.660
C 2.411 -3.454 -2.708 -0.194
O 1.695 -2.299 -2.312 -0.323
O 4.514 -3.148 -1.559 -0.533
H 4.029 -2.227 -3.326 0.241
H 4.526 -3.919 -3.409 0.344
H 2.229 -4.273 -2.005 0.217
H 1.981 -3.896 -3.618 0.401
H 0.924 -2.590 -1.815 -0.007
H 4.495 -2.218 -1.318 0.279
C -3.156 1.952 -1.257 -0.766
O -1.920 1.516 -1.847 0.371
C -2.108 0.422 -2.779 0.302
C -1.079 0.626 -3.917 -1.308
N -0.657 2.019 -4.059 -0.103
C 0.061 2.127 -5.335 -0.788
C 0.775 3.470 -5.356 -0.477
O 1.766 3.445 -4.328 -0.193
C 2.726 4.488 -4.534 -0.845
H -3.024 2.886 -0.717 0.202
H -3.429 1.167 -0.544 -0.130
H -3.958 2.033 -1.990 0.412
H -3.113 0.349 -3.193 0.580
H -1.840 -0.459 -2.195 -0.529
H -1.539 0.245 -4.838 0.528
H -0.214 -0.013 -3.723 0.452
H -1.509 2.574 -4.031 0.037
H -0.653 2.056 -6.160 0.399
H 0.795 1.334 -5.476 0.326
H 0.030 4.241 -5.130 0.316
H 1.126 3.712 -6.362 0.517
H 2.314 5.426 -4.916 0.374
H 3.422 4.169 -5.316 0.308
H 3.150 4.610 -3.540 0.196
C -4.210 -2.037 -1.049 -0.912
O -3.644 -1.647 0.206 -0.213
C -4.579 -1.403 1.248 -0.593
C -3.779 -1.007 2.494 -0.775
N -2.998 -2.178 2.977 -0.627
C -1.968 -1.696 3.928 -0.860
C -0.679 -2.529 3.902 -0.740
O -0.056 -2.718 2.625 0.070
C 1.000 -3.638 2.706 -1.080
H -3.486 -2.559 -1.667 0.283
H -4.636 -1.228 -1.651 0.238
H -5.091 -2.655 -0.860 0.328
H -5.197 -2.275 1.470 0.424
H -5.179 -0.530 0.978 0.424
H -4.436 -0.558 3.252 0.634
H -3.159 -0.125 2.320 -0.075
H -3.721 -2.576 3.571 0.486
H -2.427 -1.567 4.911 0.650
H -1.621 -0.684 3.690 -0.101
H -1.018 -3.527 4.218 0.420
H 0.065 -2.247 4.649 0.537
H 1.648 -3.758 1.841 0.324
H 0.719 -4.653 2.999 0.319
H 1.699 -3.302 3.483 0.332
C 0.393 5.900 3.076 -0.869
O 0.770 4.524 2.888 -0.209
C 1.908 4.141 3.614 -0.597
C 1.913 2.694 4.030 -0.614
N 1.659 1.886 2.818 -0.090
C 2.801 1.810 1.893 -0.414
C 3.914 0.883 2.419 -0.655
O 3.290 -0.426 2.458 -0.339
C 3.764 -1.419 1.559 -0.686
H -0.315 5.953 3.905 0.301
H -0.237 6.165 2.221 0.218
H 1.304 6.489 3.027 0.369
H 1.958 4.668 4.579 0.478
H 2.869 4.468 3.204 0.460
H 1.185 2.529 4.827 0.429
H 2.843 2.347 4.487 0.328
H 1.493 0.922 3.115 0.019
H 3.197 2.824 1.816 0.423
H 2.439 1.457 0.931 -0.042
H 4.300 1.142 3.403 0.179
H 4.723 0.629 1.733 0.496
H 4.820 -1.277 1.315 0.515
H 3.080 -1.579 0.726 0.112
H 3.805 -2.325 2.165 0.212

***

94
Properties=species:S:1:pos:R:3:mulliken_charge:R:1 method="wB97M-V/def2-TZVPD" e_tot_ha=-8429.70199 charge=-2
O -0.390 -1.084 2.212 -0.624
C -1.021 -0.091 2.605 0.946
O -1.534 0.088 3.725 -0.748
Nb -1.144 1.451 0.906 -0.731
Cl 0.886 0.506 -0.234 -0.451
Br 0.511 2.953 2.336 -0.378
C -2.452 0.075 -0.276 -1.353
C -3.418 -0.840 0.502 -0.214
C -4.200 -0.157 1.597 -0.460
Br -5.418 -1.520 2.406 -0.308
C -1.254 3.107 -0.699 -1.224
C -2.116 4.351 -0.406 -0.501
C -1.290 5.419 0.369 -0.266
C -1.868 5.761 1.732 -0.583
S -0.877 6.891 2.772 -0.285
C 0.806 6.539 2.484 0.312
N 1.689 6.048 3.281 -0.302
N 2.860 5.962 2.560 -0.300
C 2.611 6.403 1.383 0.102
O 1.330 6.816 1.260 -0.259
H -2.590 2.181 1.728 0.097
H -2.962 0.658 -1.046 0.549
H -1.762 -0.585 -0.802 0.317
H -2.913 -1.730 0.866 0.305
H -4.159 -1.212 -0.218 0.463
H -4.858 0.628 1.245 0.440
H -3.598 0.194 2.427 0.230
H -1.721 2.619 -1.563 0.511
H -0.252 3.413 -1.006 0.538
H -2.433 4.834 -1.338 0.334
H -2.975 4.101 0.214 0.374
H -1.220 6.355 -0.195 0.342
H -0.271 5.056 0.441 0.077
H -2.091 4.835 2.259 0.264
H -2.807 6.289 1.569 0.390
H 3.255 6.478 0.526 0.515
O 5.518 4.902 -0.838 -0.822
P 6.089 3.512 -0.905 0.930
N 5.233 2.714 0.315 0.344
C 5.721 2.084 1.518 -1.226
C 3.772 2.835 0.267 -1.015
N 7.743 3.944 -0.555 0.155
C 8.423 3.544 0.657 -1.129
C 8.123 5.303 -0.915 -1.137
N 6.615 2.074 -1.642 0.080
C 5.855 0.829 -1.621 -0.918
C 7.803 2.009 -2.486 -1.030
H 5.159 1.165 1.716 0.426
H 5.621 2.738 2.392 0.323
H 6.758 1.757 1.436 0.354
H 3.362 2.317 -0.607 0.287
H 3.452 3.875 0.220 0.116
H 3.299 2.396 1.142 0.392
H 7.926 3.914 1.563 0.310
H 9.446 3.930 0.653 0.384
H 8.527 2.457 0.709 0.271
H 7.824 6.038 -0.156 0.320
H 7.669 5.596 -1.859 0.363
H 9.209 5.360 -1.047 0.369
H 6.234 0.172 -0.833 0.239
H 5.943 0.297 -2.572 0.353
H 4.794 0.991 -1.458 0.265
H 8.639 1.570 -1.932 0.262
H 8.103 2.991 -2.837 0.322
H 7.625 1.399 -3.376 0.387
O -4.506 -4.253 -1.603 -0.910
P -4.413 -5.587 -0.933 1.050
N -4.606 -6.622 -2.299 0.218
C -5.630 -7.596 -2.566 -1.200
C -3.741 -6.347 -3.436 -1.110
N -5.772 -5.434 0.122 0.219
C -6.974 -6.217 -0.028 -1.153
C -6.094 -4.059 0.524 -0.950
N -3.771 -6.818 0.042 0.051
C -2.991 -7.939 -0.456 -0.957
C -3.829 -6.760 1.501 -0.999
H -5.197 -8.483 -3.049 0.429
H -6.417 -7.202 -3.222 0.319
H -6.090 -7.981 -1.658 0.335
H -2.690 -6.561 -3.201 0.323
H -3.801 -5.302 -3.750 0.266
H -4.011 -6.963 -4.293 0.401
H -7.464 -6.063 -1.000 0.303
H -7.688 -5.948 0.753 0.382
H -6.775 -7.284 0.122 0.278
H -6.682 -3.530 -0.237 0.281
H -5.189 -3.498 0.701 -0.005
H -6.658 -4.064 1.459 0.544
H -3.628 -8.824 -0.567 0.256
H -2.183 -8.194 0.232 0.371
H -2.520 -7.726 -1.412 0.224
H -4.625 -7.412 1.874 0.259
H -4.013 -5.754 1.859 0.291
H -2.884 -7.081 1.947 0.395